# 1
Entry from the Open Molecules 2025 dataset: an isolated molecule of C2H4Br2 (ωB97M-V/def2-TZVPD).

Each line ends with the natural charge from an NBO analysis.
Element x y z (Å)
Br  -0.2383  2.3259  0.1253  -0.02
C  -0.0005  0.4896  -0.5551  -0.44
C  -0.1161  -0.5538  0.5403  -0.46
Br  1.1503  -2.0360  0.3591  -0.01
H  0.9833  0.5360  -1.0220  0.23
H  -0.7356  0.3219  -1.3423  0.22
H  -1.0775  -1.0503  0.4086  0.23
H  0.0344  -0.0333  1.4861  0.24

Atoms 1-2, force components in eV/Å:
-0.18 -0.49 -0.10
0.57 0.26 -0.69

Calculated values
Max |F| (hartree/bohr): 0.018
E_HOMO (eV): -10.42
Energy (Ha): -5226.6253
Structure (SMILES): BrCCBr
Total charge: 0



# 2
Entry from the Open Molecules 2025 dataset: a structure of composition C14H23N (ωB97M-V/def2-TZVPD).

Each line ends with the natural charge from an NBO analysis.
Element x y z (Å)
C  2.5665  -2.6936  1.7976  -0.65
C  1.4635  -1.6850  1.3576  -0.48
C  0.0541  -2.2679  0.9889  -0.40
C  -1.1798  -1.3670  1.1104  -0.24
C  -1.2895  -0.5888  -1.2367  -0.21
C  -0.1557  -1.1103  -2.0147  -0.43
C  0.8437  0.0919  -1.9891  -0.41
C  0.4433  1.0024  -3.1773  -0.65
C  -1.2343  0.9639  0.5480  0.16
C  -1.4943  2.1845  -0.2652  -0.27
C  -1.2723  3.3895  0.2075  -0.19
C  -0.8165  3.6779  1.4092  -0.26
C  -0.3989  2.7245  2.2912  -0.15
C  -0.5972  1.3426  1.6775  -0.29
H  3.2209  -1.9363  2.6318  0.22
H  3.5981  -3.0913  0.8081  0.22
H  2.5045  -3.5250  2.6982  0.25
H  1.7722  -1.0556  0.3800  0.23
H  1.1287  -0.8921  2.2217  0.21
H  -0.0335  -2.3659  -0.3221  0.19
H  0.0239  -3.5350  1.4759  0.22
H  -1.2207  -1.0854  2.2825  0.22
H  -2.1144  -2.1161  1.0653  0.20
H  -1.7213  0.2265  -1.7571  0.23
H  -2.0823  -1.5117  -1.5442  0.17
H  0.3674  -2.1204  -1.6000  0.23
H  -0.4820  -1.1129  -3.1369  0.23
H  0.8853  0.6635  -1.0993  0.21
H  2.0936  -0.3507  -1.9196  0.19
H  -0.6865  1.3876  -3.3692  0.23
H  1.2370  1.8686  -3.3708  0.23
H  0.6218  0.2121  -3.9696  0.20
H  -2.3808  2.4824  -0.9667  0.23
H  -1.4672  4.0902  -0.7295  0.21
H  -0.8404  4.6605  1.8273  0.20
H  0.0357  3.0381  3.1469  0.21
H  0.0593  0.7552  2.3681  0.21
N  -1.4522  -0.3511  0.1744  -0.46

Atoms 1-2, force components in eV/Å:
5.13 1.08 2.55
-1.96 1.60 -0.51

Calculated values
Max |F| (hartree/bohr): 0.158
E_HOMO (eV): -7.86
Energy (Ha): -601.5747
Total charge: 0



# 3
Entry from the Open Molecules 2025 dataset: a structure of composition C7H6FInO3 (ωB97M-V/def2-TZVPD).

Each line ends with the Löwdin spin population.
Element x y z (Å)
In  2.4696  -1.3913  -0.3058  0.04
O  5.2248  -2.8682  3.1561  0.17
C  3.9706  -3.3490  2.9695  0.09
O  3.1574  -2.7269  2.2867  0.79
O  3.7137  -4.4921  3.4293  0.90
H  5.4741  -3.6029  3.7215  0.00
F  0.1717  0.1186  -0.6764  -0.08
C  -0.8924  0.8389  -0.9349  -0.25
C  -0.8291  1.8269  -1.9133  -0.04
C  -1.9708  2.5368  -2.2490  -0.12
C  -3.1934  2.2500  -1.6119  -0.34
C  -3.2501  1.2352  -0.6445  -0.08
C  -2.1108  0.5293  -0.3096  -0.08
H  0.0622  2.0304  -2.4882  0.00
H  -1.7358  3.2742  -3.0023  0.00
H  -4.0200  2.8737  -1.9187  -0.01
H  -4.1323  1.0536  -0.0486  0.00
H  -2.1094  -0.1374  0.5400  0.00

Atoms 1-2, force components in eV/Å:
0.17 0.11 -0.48
-4.06 -0.72 -0.36

Calculated values
Spin multiplicity: 2
Max |F| (hartree/bohr): 0.115
E_HOMO (spin up / spin down) (eV): -20.11 / -20.15
Energy (Ha): -784.6532
Total charge: +3



# 4
Entry from the Open Molecules 2025 dataset: an isolated molecule of C3H6FNO2 (ωB97M-V/def2-TZVPD).

Each line ends with the natural charge from an NBO analysis.
Element x y z (Å)
C  1.9134  0.8589  0.2040  -0.68
C  0.7974  -0.0159  -0.3116  0.47
F  1.2137  -1.2632  -0.6510  -0.35
O  -0.1933  -0.1711  0.8425  -0.38
N  -1.3351  -0.8530  0.4861  -0.34
C  -2.3475  -0.2445  -0.1691  0.50
O  -2.3874  0.9120  -0.4856  -0.59
H  2.2163  1.5832  -0.5445  0.23
H  2.7650  0.2448  0.4810  0.23
H  1.5552  1.3846  1.0858  0.25
H  0.2406  0.3954  -1.1612  0.16
H  -1.2768  -1.8599  0.5809  0.38
H  -3.1614  -0.9712  -0.3573  0.11

Atoms 1-2, force components in eV/Å:
-0.29 -0.27 0.13
-1.86 0.22 1.32

Calculated values
Max |F| (hartree/bohr): 0.044
E_HOMO (eV): -10.06
Energy (Ha): -422.9562
Structure (SMILES): C[C@@H](F)ONC=O
Total charge: 0



# 5
Entry from the Open Molecules 2025 dataset: the ion C6H11FN with charge +1 (ωB97M-V/def2-TZVPD).

Each line ends with the natural charge from an NBO analysis.
Element x y z (Å)
N  1.5602  0.9809  1.5426  -0.68
C  1.0804  0.5960  0.1840  -0.12
C  0.7719  -0.6620  0.0224  -0.08
C  0.2758  -1.2790  -1.2880  -0.43
C  -1.1548  -0.4580  -1.5406  -0.40
C  -1.6762  -0.2738  -0.1397  -0.29
C  -1.2932  0.7976  0.5553  0.21
F  -1.6886  0.8987  1.8245  -0.34
H  1.2193  0.0899  1.9068  0.45
H  1.0560  1.7709  1.8915  0.44
H  2.5553  1.0777  1.5068  0.45
H  1.2445  1.2791  -0.5810  0.23
H  0.7773  -1.2647  0.9732  0.20
H  0.0573  -2.3258  -1.0772  0.24
H  0.9095  -1.1638  -2.0893  0.25
H  -1.7865  -1.1426  -2.1166  0.25
H  -0.9855  0.4489  -2.1236  0.22
H  -2.0143  -1.1611  0.3123  0.23
H  -0.9084  1.7911  0.2365  0.17

Atoms 1-2, force components in eV/Å:
-1.45 -1.44 -1.97
2.50 -0.66 -0.06

Calculated values
Max |F| (hartree/bohr): 0.085
E_HOMO (eV): -12.66
Energy (Ha): -389.4613
Structure (SMILES): [NH3+]/C=C/CC/C=C/F
Total charge: +1



# 6
Entry from the Open Molecules 2025 dataset: an isolated molecule of C3H4N2O (ωB97M-V/def2-TZVPD).

Each line ends with the natural charge from an NBO analysis.
Element x y z (Å)
H  3.0858  0.0427  -0.4944  0.36
N  2.0746  0.1223  -0.5415  -0.72
C  1.5305  -0.5990  0.3406  0.41
O  0.1981  -0.6966  0.5018  -0.47
C  -0.5787  0.0789  -0.3514  -0.12
C  -1.8520  0.2462  -0.0844  0.35
N  -3.0668  0.3481  0.0820  -0.59
H  2.0198  -1.2344  1.0824  0.16
H  -0.0835  0.5417  -1.1948  0.25
H  -3.3278  1.1500  0.6596  0.37

Atoms 1-2, force components in eV/Å:
-0.06 0.00 0.01
-0.06 -0.23 0.29

Calculated values
Max |F| (hartree/bohr): 0.012
E_HOMO (eV): -8.70
Energy (Ha): -301.3904
Structure (SMILES): [H]/N=C/OC=C=N
Total charge: 0